Record 1
Formula: C9H12O3P
Source: the Open Molecules 2025 dataset
Level of theory: ωB97M-V with the def2-TZVPD basis set

Last column: natural (NBO) charge in e.
Cartesian coordinates (Å):
P  1.206192  0.419747  -0.834244  2.12
O  -1.371074  0.086271  -2.066750  -0.77
O  0.879012  1.727648  -1.453389  -1.17
O  1.719766  0.285786  0.514794  -1.16
C  -0.798510  -0.746472  1.583078  -0.18
C  3.619706  -0.227712  -1.728562  -0.64
C  -2.253129  0.570482  2.934033  -0.27
C  2.187228  -0.722796  -1.956464  -0.79
C  -0.892116  -0.545553  -0.906177  -0.17
C  -2.471284  0.694755  0.509583  -0.24
C  -1.282314  -0.406016  2.820203  -0.22
C  -1.447869  -0.216210  0.451535  -0.07
C  -2.852135  1.124583  1.848319  -0.20
H  3.683690  -0.464795  -0.587437  0.24
H  -2.888246  0.800700  3.854015  0.19
H  0.017845  -1.506866  1.416608  0.23
H  -0.827864  0.944144  -2.040954  0.51
H  -2.900068  1.074455  -0.370353  0.22
H  4.420289  -0.763781  -2.264652  0.19
H  1.746799  -0.628636  -2.960562  0.22
H  -1.014200  -0.968283  3.781196  0.20
H  3.760679  1.004038  -1.742926  0.21
H  -3.701027  1.804606  1.872216  0.19
H  -0.761144  -1.583840  -1.032671  0.16
H  2.219771  -1.756257  -1.640439  0.21

Forces on atoms 1 to 3 (eV/Å):
-3.253 -2.689 -1.370
0.239 1.452 0.575
-0.158 0.470 -0.863

Calculated values
Highest occupied orbital energy (eV): -3.6598
F_max (hartree/bohr): 0.08630
Net charge: -1
Relative energy (zero: lowest compared OMol25 entry of this formula, charge and spin) (kcal/mol): 0.00
Spin multiplicity: 1



Record 2
Formula: C9H13ClN3O
Source: the Open Molecules 2025 dataset
Level of theory: ωB97M-V with the def2-TZVPD basis set

Last column: natural (NBO) charge in e.
Cartesian coordinates (Å):
Cl  1.420160  -1.424097  3.616681  0.07
O  -1.199286  -0.661107  -3.567745  -0.74
N  -0.679668  0.519199  -0.654894  -0.29
N  1.394201  -0.503917  1.054804  -0.28
N  0.159982  -0.162362  1.454631  -0.44
C  0.179337  -0.397816  -1.405378  -0.28
C  -2.061329  2.454397  -0.703792  -0.23
C  2.139399  -1.073884  2.120157  0.19
C  3.615122  -1.388842  1.992070  -0.66
C  -1.482423  1.555887  1.392066  -0.24
C  -0.730871  -1.371194  -2.343134  -0.09
C  -2.158071  2.448426  0.711185  -0.11
C  -1.381868  1.447175  -1.387895  0.08
C  -0.717766  0.597640  0.688858  0.45
H  0.813231  0.188348  -2.070954  0.24
H  -1.693033  -1.750379  -1.768313  0.20
H  3.969075  -0.991535  1.083490  0.25
H  0.866955  -0.849811  -0.670903  0.28
H  -1.680407  -1.268511  -4.086532  0.49
H  -1.624022  1.339486  2.438986  0.24
H  -2.958172  2.994358  1.006711  0.24
H  -1.406792  1.212929  -2.397300  0.26
H  -0.084516  -0.425666  2.458956  0.40
H  4.140192  -0.987742  2.903719  0.26
H  3.706017  -2.557012  2.034676  0.25
H  0.094380  -2.038396  -2.572624  0.20
H  -2.639826  3.094424  -1.327526  0.25

Forces on atoms 1 to 3 (eV/Å):
-0.185 -0.058 0.436
1.868 0.597 2.949
-0.127 1.371 0.605

Calculated values
Highest occupied orbital energy (eV): -11.9531
F_max (hartree/bohr): 0.14038
Net charge: +1
SMILES: C/C(Cl)=N/[NH+]=c1/ccccn1CCO
Relative energy (zero: lowest compared OMol25 entry of this formula, charge and spin) (kcal/mol): 64.31
Spin multiplicity: 1



Record 3
Formula: C9H13ClOS
Source: the Open Molecules 2025 dataset
Level of theory: ωB97M-V with the def2-TZVPD basis set

Last column: natural (NBO) charge in e.
Cartesian coordinates (Å):
Cl  0.151673  -2.812045  0.214848  0.03
S  4.391991  -1.149431  1.161425  0.04
O  -2.160068  -0.891530  0.533154  -0.48
C  0.524870  1.355958  -0.572725  -0.42
C  -0.713479  -1.944132  -0.998180  -0.32
C  3.470837  -0.361360  0.095160  -0.23
C  -3.694445  0.254309  1.892632  -0.47
C  -3.207026  -0.023436  0.693459  0.13
C  0.983637  -0.116262  -0.618979  -0.36
C  1.936841  1.730183  -0.078410  -0.37
C  -1.721378  -1.121909  -0.725619  0.11
C  2.139332  0.250598  0.352413  -0.32
H  1.846412  0.096566  1.394754  0.22
H  0.176175  1.807996  -1.505430  0.20
H  -4.525309  0.940616  1.988514  0.22
H  0.290694  -0.890264  -0.287510  0.21
H  2.035188  2.488607  0.701153  0.21
H  -3.593787  0.407634  -0.228751  0.18
H  -0.381494  -2.109840  -2.013465  0.24
H  -3.280359  -0.197281  2.786255  0.22
H  -2.234665  -0.597080  -1.530039  0.19
H  2.599527  1.991826  -0.911541  0.20
H  3.824018  -0.242485  -0.936485  0.18
H  1.371212  -0.386753  -1.608346  0.19
H  -0.230396  1.519526  0.201705  0.20

Forces on atoms 1 to 3 (eV/Å):
-0.354 -1.133 0.180
-0.170 0.125 -0.191
0.267 -0.005 0.088

Calculated values
Highest occupied orbital energy (eV): -8.4028
F_max (hartree/bohr): 0.05973
SMILES: C=CO/C=C\Cl.S=CC1CCC1
Relative energy (zero: lowest compared OMol25 entry of this formula, charge and spin) (kcal/mol): 32.44
Spin multiplicity: 1



Record 4
Formula: C9H13FSi
Source: the Open Molecules 2025 dataset
Level of theory: ωB97M-V with the def2-TZVPD basis set

Last column: natural (NBO) charge in e.
Cartesian coordinates (Å):
Si  -3.212599  1.172297  -0.665570  1.26
F  -3.037391  2.030805  0.715279  -0.70
C  -0.504912  0.403872  -0.825157  -0.21
C  -1.963954  -1.424612  -0.387490  -0.21
C  -1.783846  -0.082330  -0.513472  -0.59
C  3.017591  1.418713  -1.346447  -0.42
C  -0.806387  -0.526856  2.856815  -0.86
C  2.615103  2.467831  -0.639044  -0.38
C  0.448521  -0.439777  -1.206694  -0.21
C  -0.902052  -2.349174  -0.613035  -0.21
C  0.367714  -1.800627  -0.970437  -0.21
H  2.912679  1.341236  -2.425765  0.20
H  -1.218202  0.460284  2.961310  0.22
H  -0.298706  1.476812  -1.037221  0.21
H  1.245272  -2.440592  -1.075625  0.22
H  -0.201519  -0.726046  3.782682  0.21
H  3.208990  0.570217  -0.714899  0.20
H  -3.029511  -1.789896  -0.137521  0.21
H  1.370617  -0.000487  -1.698433  0.22
H  2.000932  3.295142  -1.017769  0.20
H  2.857460  2.380271  0.479638  0.20
H  -0.249590  -0.826284  1.942186  0.22
H  -1.044894  -3.363560  -0.368927  0.21
H  -1.791314  -1.247244  2.905588  0.20

Forces on atoms 1 to 3 (eV/Å):
0.079 -0.069 0.538
0.073 -0.155 -0.336
-1.829 2.138 -0.914

Calculated values
Highest occupied orbital energy (eV): -8.8607
F_max (hartree/bohr): 0.07645
Relative energy (zero: lowest compared OMol25 entry of this formula, charge and spin) (kcal/mol): 83.74
Spin multiplicity: 1



Record 5
Formula: C9H13N2
Source: the Open Molecules 2025 dataset
Level of theory: ωB97M-V with the def2-TZVPD basis set

Last column: natural (NBO) charge in e.
Cartesian coordinates (Å):
N  -0.200726  -1.377877  -0.411252  -0.30
N  0.919436  0.722205  -0.018538  -0.79
C  -0.620600  2.941386  1.313267  -0.42
C  1.455285  -0.509819  -1.934241  -0.25
C  -0.127559  2.173247  2.514104  -0.27
C  -1.028497  -1.203306  0.754401  -0.43
C  -1.282372  2.742088  2.680338  -0.13
C  0.740496  -0.440343  -0.725144  0.45
C  0.367272  -2.646782  -2.395936  -0.25
C  1.318452  -1.638850  -2.739269  -0.06
C  -0.404669  -2.396520  -1.283805  0.08
H  2.104229  0.292285  -1.996828  0.24
H  -0.524866  -1.532242  1.629172  0.23
H  1.351486  1.607234  -0.286218  0.44
H  -0.247024  3.851508  1.077962  0.18
H  -0.888478  2.457345  0.295124  0.17
H  -2.029054  3.059336  3.352834  0.24
H  0.590242  1.542049  3.063330  0.23
H  0.819982  0.755357  0.968245  0.41
H  1.831954  -1.671487  -3.600111  0.23
H  -1.221077  -0.227517  1.152255  0.25
H  0.105597  -3.508628  -2.919140  0.25
H  -1.868413  -1.802196  0.542060  0.23
H  -1.161095  -3.188472  -1.032611  0.24

Forces on atoms 1 to 3 (eV/Å):
1.299 1.872 -0.736
-0.343 -0.857 0.727
-1.382 -2.845 -0.596

Calculated values
Highest occupied orbital energy (eV): -12.7000
F_max (hartree/bohr): 0.07274
Net charge: +1
Relative energy (zero: lowest compared OMol25 entry of this formula, charge and spin) (kcal/mol): 87.77
Spin multiplicity: 1



Record 6
Formula: C9H13N2OSSeTi
Source: the Open Molecules 2025 dataset
Level of theory: ωB97M-V with the def2-TZVPD basis set

Last column: Löwdin spin population.
Cartesian coordinates (Å):
Se  -1.178976  2.008019  -1.909817  0.03
Ti  -0.728021  0.232632  0.615337  0.95
S  0.126533  -2.548767  2.398488  0.01
O  0.079145  1.317141  2.030352  0.01
N  -2.761584  0.474010  0.086801  0.05
N  0.700501  1.989232  4.069660  0.01
C  -0.270089  -1.665356  1.072352  -0.06
C  -1.581456  2.409206  3.382980  0.00
C  -1.408504  0.182364  4.731260  0.00
C  -0.190372  1.943375  3.069811  0.02
C  1.136622  0.637449  4.542102  0.00
C  -0.011288  0.070537  5.375378  0.00
C  -1.988867  1.614841  4.651960  0.00
C  0.314038  -1.446687  -0.186246  -0.03
C  -2.265684  1.098734  -0.788019  0.02
H  -2.093389  -0.426838  5.321092  0.00
H  -0.036502  0.581135  6.345809  0.00
H  1.297638  -1.843003  -0.406741  -0.01
H  -1.632760  3.490909  3.521313  0.00
H  0.381777  2.560496  4.840028  0.00
H  2.059625  0.739504  5.106807  0.00
H  1.336420  0.032698  3.660801  0.00
H  -0.347063  -1.321255  -1.055953  0.00
H  -3.077703  1.591340  4.687758  0.00
H  -2.231774  2.173964  2.540722  0.00
H  -1.385787  -0.311098  3.753341  0.00
H  0.205400  -0.980029  5.579295  0.00
H  -1.673944  2.166875  5.542150  0.00

Forces on atoms 1 to 3 (eV/Å):
-0.277 -0.480 0.549
0.402 -0.495 -0.604
-0.118 0.087 -0.002

Calculated values
Highest occupied orbital energy (alpha / beta) (eV): -6.9508 / -6.8917
F_max (hartree/bohr): 0.01708
Expectation value of S²: 0.784
Relative energy (zero: lowest compared OMol25 entry of this formula, charge and spin) (kcal/mol): 2.28
Spin multiplicity: 2



Record 7
Formula: C9H13N3
Source: the Open Molecules 2025 dataset
Level of theory: ωB97M-V with the def2-TZVPD basis set

Last column: natural (NBO) charge in e.
Cartesian coordinates (Å):
N  -3.230118  1.928734  0.158156  -0.61
N  -0.789493  -1.088985  -1.489792  -0.58
N  -1.474289  -1.099459  -0.308969  -0.17
C  2.527698  0.319708  1.182345  -0.22
C  -2.046675  1.651447  -0.200382  0.07
C  3.041419  0.559616  -0.050584  -0.24
C  2.297394  0.945930  -1.103828  -0.20
C  -0.882679  -1.949392  0.565306  -0.49
C  1.133119  0.473520  1.441014  -0.19
C  0.214452  0.813471  0.389813  -0.10
C  0.845770  0.953565  -0.917378  -0.23
C  -1.169561  0.869963  0.621312  -0.19
H  0.129160  -1.619044  0.830877  0.21
H  -1.651177  2.256026  -0.982752  0.16
H  -1.472545  0.428988  1.654386  0.24
H  -0.785349  -2.989201  0.161092  0.21
H  -1.666838  -2.088594  1.369982  0.22
H  0.047606  -1.675798  -1.606936  0.36
H  4.092266  0.502609  -0.118736  0.21
H  -3.833091  2.347214  -0.519726  0.34
H  0.219174  1.401402  -1.681232  0.19
H  2.705621  1.305797  -1.991441  0.21
H  -0.945261  -0.422015  -2.123219  0.37
H  0.682281  0.264847  2.412953  0.21
H  3.160472  -0.118821  1.876000  0.21

Forces on atoms 1 to 3 (eV/Å):
-0.907 -1.813 1.126
0.803 -3.945 3.677
-0.942 2.862 -4.002

Calculated values
Highest occupied orbital energy (alpha / beta) (eV): -7.1893 / -7.4853
F_max (hartree/bohr): 0.10602
Relative energy (zero: lowest compared OMol25 entry of this formula, charge and spin) (kcal/mol): 93.10
Spin multiplicity: 1



Record 8
Formula: C9H13N4OS
Source: the Open Molecules 2025 dataset
Level of theory: ωB97M-V with the def2-TZVPD basis set

Last column: natural (NBO) charge in e.
Cartesian coordinates (Å):
S  -1.247703  1.435189  2.408773  0.47
O  0.994418  -1.695372  -2.319190  -0.56
N  -0.632658  -0.044231  -2.377853  -0.55
N  -0.033544  -0.960737  -0.399156  -0.42
N  -2.180302  1.660432  -2.079134  -0.70
N  0.459815  3.136280  1.558277  -0.40
C  0.698858  -1.540841  0.701967  -0.05
C  -1.289699  0.398982  -0.180518  -0.07
C  0.159372  2.381765  0.496594  0.02
C  -0.181897  2.777128  2.613639  -0.09
C  -0.772197  1.391481  0.733176  -0.35
C  0.242470  -1.022616  -1.686749  0.77
C  2.140518  -1.034471  0.710627  -0.62
C  -1.388770  0.712902  -1.629775  0.54
C  0.630505  -3.063772  0.589692  -0.61
H  1.059937  -3.385143  -0.354605  0.23
H  1.196060  -3.512599  1.398890  0.23
H  0.645033  2.577274  -0.442734  0.22
H  2.687508  -1.514040  1.513726  0.23
H  -2.257326  1.855088  -3.068131  0.43
H  -2.737642  2.219064  -1.449468  0.44
H  -0.397396  -3.410801  0.647496  0.22
H  -0.078124  3.264227  3.563510  0.24
H  2.625723  -1.280392  -0.229044  0.23
H  -2.132681  -0.174195  0.197359  0.28
H  0.186402  -1.217254  1.614821  0.21
H  -0.577451  0.005497  -3.390160  0.45
H  2.180770  0.041154  0.857970  0.21

Forces on atoms 1 to 3 (eV/Å):
0.348 0.323 -0.530
0.443 -0.217 -0.465
0.027 0.003 -0.118

Calculated values
Highest occupied orbital energy (eV): -13.0701
F_max (hartree/bohr): 0.08720
Net charge: +1
Relative energy (zero: lowest compared OMol25 entry of this formula, charge and spin) (kcal/mol): 0.00
Spin multiplicity: 1



Record 9
Formula: C9H13NO
Source: the Open Molecules 2025 dataset
Level of theory: ωB97M-V with the def2-TZVPD basis set

Last column: Löwdin spin population.
Cartesian coordinates (Å):
O  2.214872  -2.183827  0.241620  0.00
N  1.722018  -0.170331  1.391325  0.02
C  -0.476303  -0.894526  -0.806424  0.07
C  1.757078  -1.085017  0.358902  0.00
C  -1.515036  -0.596991  0.394676  0.75
C  1.398442  0.251339  -1.889336  0.00
C  -1.019037  0.363557  1.146711  0.84
C  0.772223  0.734100  0.695607  0.02
C  -2.842938  -1.289730  0.296493  0.10
C  0.839253  2.203678  0.533260  0.02
C  0.872316  -0.154820  -0.545521  0.00
H  -2.899478  -2.364474  -0.063292  0.01
H  0.704665  0.889931  -2.357956  0.00
H  1.763202  -0.542259  -2.369802  0.00
H  1.564228  2.461517  -0.095661  0.00
H  -0.533092  -1.997660  -0.833171  0.01
H  -3.178174  -1.290896  1.375309  0.01
H  1.751460  -0.354597  2.368674  0.00
H  -1.037755  -0.354586  -1.714567  0.04
H  -3.469418  -0.764570  -0.284635  0.03
H  2.234090  0.844725  -1.659898  0.00
H  0.908581  2.855828  1.513739  0.00
H  -1.472998  0.831242  2.088336  0.05
H  -0.058203  2.608366  0.215606  0.01

Forces on atoms 1 to 3 (eV/Å):
0.153 -0.099 0.161
-0.346 1.119 -0.941
-3.571 1.724 1.013

Calculated values
Highest occupied orbital energy (alpha / beta) (eV): -4.8214 / -9.2101
F_max (hartree/bohr): 0.23928
Expectation value of S²: 2.009
Relative energy (zero: lowest compared OMol25 entry of this formula, charge and spin) (kcal/mol): 63.34
Spin multiplicity: 3



Molecular weight for every record listed, in sequence, given in u: 199.2; 214.7; 204.7; 168.3; 149.2; 324.1; 163.2; 225.3; 151.2.